1.
Here is one molecule with the formula C6H5NO in a non-equilibrium geometry from the Open Molecules 2025 dataset. Energies are from ωB97M-V with the def2-TZVPD basis set.

Output
Energy relative to the best compared isomer or geometry (same formula, charge and spin): 83.8 kcal/mol
Frontier orbital gap: 10.13 eV
SMILES: N#CC1C=COC=C1
LUMO level: 0.576 eV

The geometry in ORCA input format:
```
! RIJCOSX wB97M-V def2-TZVPD def2/J DEFGRID3
* xyz 0 1
N -2.612 -0.157 -1.311
C -2.004 -0.001 -0.219
C -0.919 -0.023 0.640
C 0.115 -1.152 0.412
C 1.246 -1.069 -0.326
O 1.876 0.024 -0.805
C 1.054 1.139 -0.438
C -0.049 1.182 0.326
H -1.186 -0.145 1.724
H -0.004 -2.116 0.477
H 1.688 -2.066 -0.649
H 1.439 2.268 -0.780
H -0.644 2.116 0.949
*
```

***

2.
Here is C2H2I2P2S2 as an isolated structure in a non-equilibrium geometry from the Open Molecules 2025 dataset. Energies are from ωB97M-V with the def2-TZVPD basis set.

Output
Energy relative to the best compared isomer or geometry (same formula, charge and spin): 12.3 kcal/mol
Frontier orbital gap: 7.81 eV
LUMO level: -1.384 eV

The geometry in ORCA input format:
```
! RIJCOSX wB97M-V def2-TZVPD def2/J DEFGRID3
* xyz 0 1
C 0.081 -0.197 0.374
C 0.661 -1.633 0.493
P -0.558 0.303 1.961
P 2.192 -1.964 -0.271
S -2.395 0.819 2.128
S 0.807 0.581 3.302
I -0.703 -2.845 1.671
I 2.352 -4.365 0.075
H -0.655 0.019 -0.505
H 0.907 0.599 0.173
*
```

***

3.
Here is a 10-piece molecular cluster, C20H40Br20 overall in a non-equilibrium geometry from the Open Molecules 2025 dataset. Energies are from ωB97M-V with the def2-TZVPD basis set.

Output
Energy relative to the best compared isomer or geometry (same formula, charge and spin): 72.5 kcal/mol
Frontier orbital gap: 9.90 eV
SMILES: BrCCBr.BrCCBr.BrCCBr.BrCCBr.BrCCBr.BrCCBr.BrCCBr.BrCCBr.BrCCBr.BrCCBr
LUMO level: -0.085 eV

The geometry in ORCA input format:
```
! RIJCOSX wB97M-V def2-TZVPD def2/J DEFGRID3
* xyz 0 1
Br 2.197 -25.220 -7.602
C 1.419 -24.427 -9.187
C 1.459 -22.907 -9.210
Br 0.178 -22.503 -7.809
H 0.431 -24.870 -9.320
H 2.058 -24.842 -9.966
H 1.117 -22.421 -10.124
H 2.460 -22.649 -8.864
Br 10.714 -23.057 -7.378
C 8.882 -22.388 -7.941
C 9.028 -21.186 -8.889
Br 7.310 -20.446 -9.651
H 8.298 -22.215 -7.037
H 8.401 -23.215 -8.461
H 9.600 -21.553 -9.741
H 9.597 -20.350 -8.484
Br -6.136 -25.694 -14.816
C -4.559 -24.557 -14.405
C -5.051 -23.377 -13.684
Br -3.645 -22.345 -12.734
H -3.974 -24.351 -15.301
H -3.897 -25.174 -13.797
H -5.632 -23.844 -12.889
H -5.601 -22.693 -14.330
Br -1.511 -10.134 -16.294
C -3.153 -10.052 -17.375
C -2.961 -8.876 -18.396
Br -4.733 -8.446 -19.106
H -3.988 -9.891 -16.694
H -3.246 -11.006 -17.894
H -2.319 -9.110 -19.245
H -2.676 -7.920 -17.957
Br 0.233 -15.807 -9.209
C 1.178 -16.614 -10.782
C 1.474 -15.338 -11.690
Br 2.561 -16.076 -13.171
H 0.461 -17.291 -11.244
H 2.078 -17.109 -10.417
H 2.173 -14.644 -11.224
H 0.683 -14.761 -12.170
Br -3.879 -18.920 -2.896
C -3.811 -16.978 -3.382
C -4.323 -16.259 -2.129
Br -4.446 -14.372 -2.620
H -4.366 -16.813 -4.306
H -2.768 -16.674 -3.474
H -3.538 -16.421 -1.391
H -5.300 -16.667 -1.871
Br 10.559 -12.565 -9.912
C 9.050 -12.985 -8.706
C 8.212 -14.142 -9.346
Br 6.535 -14.334 -8.194
H 8.484 -12.074 -8.514
H 9.497 -13.285 -7.758
H 8.777 -15.069 -9.255
H 7.995 -13.899 -10.386
Br 7.660 -11.575 -18.239
C 6.447 -11.726 -16.616
C 6.611 -10.442 -15.840
Br 5.450 -10.600 -14.211
H 6.726 -12.622 -16.062
H 5.439 -11.862 -17.008
H 6.381 -9.529 -16.388
H 7.629 -10.311 -15.472
Br -4.231 -16.612 -13.768
C -4.716 -15.555 -12.196
C -5.604 -16.289 -11.268
Br -6.232 -14.953 -9.909
H -5.264 -14.684 -12.557
H -3.762 -15.280 -11.746
H -5.130 -17.122 -10.750
H -6.453 -16.787 -11.736
Br -0.634 -9.409 -8.524
C -1.911 -9.416 -10.075
C -3.297 -9.128 -9.507
Br -4.641 -8.983 -10.868
H -1.841 -10.434 -10.460
H -1.474 -8.818 -10.874
H -3.297 -8.157 -9.012
H -3.534 -9.898 -8.773
*
```

***

Which value of frontier orbital gap does entry 3 give? 9.90 eV

***

The lowest LUMO level belongs to which entry? C2H2I2P2S2

***

Which of these has the highest energy relative to the best compared isomer or geometry (same formula, charge and spin)? C6H5NO